Formula: C39H46N4O2P2PtS
Source: OMol25
Level of theory: ωB97M-V/def2-TZVPD

The geometry in XYZ format:
```
95
Properties=species:S:1:pos:R:3
Pt -0.24 0.38 0.88
C -1.48 -2.82 -0.34
C -0.60 -1.85 -1.16
P -1.52 -0.36 -1.72
C -2.25 -0.81 -3.32
C -3.19 0.09 -3.83
C -3.78 -0.13 -5.06
C -3.44 -1.26 -5.79
C -2.51 -2.16 -5.29
C -1.92 -1.95 -4.05
C -0.21 0.82 -2.18
C 0.57 0.70 -3.33
C 1.49 1.69 -3.66
C 1.59 2.83 -2.87
C 0.80 2.98 -1.74
C -0.10 1.97 -1.40
C -2.58 -2.20 0.55
P -2.30 -0.56 1.35
C -2.49 -0.98 3.12
C -1.65 -1.96 3.65
C -1.83 -2.41 4.94
C -2.85 -1.88 5.72
C -3.67 -0.89 5.21
C -3.48 -0.42 3.92
C -3.76 0.46 1.05
C -3.64 1.85 1.12
C -4.75 2.66 0.95
C -6.00 2.09 0.76
C -6.13 0.70 0.74
C -5.02 -0.11 0.88
H -0.82 -3.43 0.27
H -1.99 -3.50 -1.03
H -0.09 -2.37 -1.97
H 0.17 -1.44 -0.48
H -3.46 0.96 -3.24
H -4.51 0.57 -5.45
H -3.91 -1.45 -6.75
H -2.25 -3.05 -5.86
H -1.19 -2.66 -3.69
H 0.45 -0.17 -3.98
H 2.10 1.58 -4.54
H 2.28 3.62 -3.16
H 0.86 3.88 -1.14
H -0.79 2.12 -0.58
H -2.83 -2.91 1.35
H -3.48 -2.05 -0.05
H -0.87 -2.39 3.03
H -1.18 -3.17 5.35
H -3.00 -2.25 6.73
H -4.46 -0.47 5.82
H -4.12 0.36 3.53
H -2.67 2.29 1.34
H -4.65 3.73 0.99
H -6.87 2.72 0.64
H -7.11 0.25 0.64
H -5.15 -1.18 0.89
C 4.63 1.20 2.22
N 3.34 1.23 2.92
C 3.03 2.52 3.52
C 2.44 0.25 2.82
S 0.74 0.65 3.07
N 2.85 -1.00 2.62
C 4.15 -1.49 3.10
C 1.96 -2.08 2.21
H 4.73 2.13 1.67
H 4.68 0.37 1.52
H 5.47 1.13 2.91
H 3.93 2.92 3.98
H 2.27 2.43 4.29
H 2.68 3.23 2.76
H 4.60 -0.76 3.77
H 4.83 -1.71 2.29
H 3.98 -2.40 3.67
H 1.12 -1.68 1.64
H 1.56 -2.60 3.08
H 2.52 -2.78 1.60
O 2.26 -1.64 -3.34
C 3.13 -0.58 -3.72
N 4.38 -0.60 -2.99
C 4.60 -0.06 -1.77
O 5.58 -0.30 -1.09
C 3.56 0.89 -1.23
C 3.80 2.26 -1.21
C 2.92 3.08 -0.52
C 1.84 2.50 0.13
N 1.61 1.19 0.10
C 2.46 0.39 -0.56
H 2.65 -2.48 -3.59
H 2.59 0.33 -3.48
H 3.35 -0.61 -4.78
H 5.11 -1.22 -3.31
H 4.66 2.67 -1.72
H 3.08 4.14 -0.47
H 1.14 3.10 0.69
H 2.27 -0.67 -0.54
```

Output
Max |F|: 2.47 eV/A
Gap between HOMO and LUMO: 6.43 eV
Net charge: +2
Relative energy (zero: lowest compared OMol25 entry of this formula, charge and spin): 499.52 kJ/mol
Total energy: -83889.9767 eV